[1]
Here is a cluster of 2 separate species, C3H10NO in total at a distorted geometry from the OMol25 dataset. Energies are from wB97M-V/def2-TZVPD.

Last column: Mulliken charge in e.
Element x y z (Å)
C  -0.7936  -1.7449  1.3027  -0.217
O  -1.2315  -3.0314  1.3422  -0.929
H  0.1573  -1.6230  0.6991  -0.051
H  -0.5142  -1.3490  2.2626  0.197
H  -1.4985  -1.0232  0.8445  0.040
C  -0.6687  0.6997  -1.3009  -0.850
N  0.6271  1.3679  -1.0837  -0.433
C  1.2565  1.0520  0.2085  -0.792
H  -1.3137  0.9830  -0.5649  0.344
H  -0.5476  -0.4601  -1.2859  0.284
H  -1.0584  1.0757  -2.2750  0.291
H  1.2521  1.0892  -1.8647  0.242
H  1.4209  0.0110  0.4050  0.286
H  2.2619  1.5638  0.3028  0.298
H  0.6504  1.3893  1.0076  0.291

Forces on the atoms, in the same order (eV/Å):
0.18 -1.65 -1.11
-0.05 0.39 0.00
-0.14 0.05 -0.06
0.22 0.72 1.31
-0.26 0.32 -0.04
2.52 -1.96 -2.41
0.61 -0.15 -0.57
1.48 0.65 -0.98
-1.85 0.61 2.10
-0.55 1.89 -0.12
0.15 -0.52 0.55
-0.50 0.25 0.95
0.04 -0.84 -0.14
-1.08 -0.34 -0.26
-0.78 0.57 0.77

The value obtained for the gap between HOMO and LUMO is 5.622 eV. As for the LUMO energy: 3.8 eV. As for the total charge: -1. The calculation puts the energy relative to the best compared isomer or geometry (same formula, charge and spin) at 41.5 kcal/mol. The molar mass is 76.1 g/mol.



[2]
Here is a cluster of 2 separate species, C3H10NO in total at a distorted geometry from the OMol25 dataset. Energies are from wB97M-V/def2-TZVPD.

Last column: Mulliken charge in e.
Element x y z (Å)
C  2.2303  5.9262  -1.8645  -1.058
N  2.3499  4.7918  -2.8432  -2.521
H  3.2210  6.2733  -1.6017  0.426
H  1.7721  5.4907  -0.9784  0.399
H  1.5484  6.6515  -2.2860  0.412
H  2.5007  3.8538  -2.3989  0.809
H  1.5330  4.7458  -3.4992  0.758
H  3.1762  4.9144  -3.4704  0.775
O  -1.9960  -4.8430  3.0015  -0.455
C  -1.6745  -4.6876  1.8541  0.122
C  -1.8196  -3.3836  1.0877  -0.757
H  -1.0458  -5.4537  1.3513  0.303
H  -2.7512  -2.9897  1.4790  0.257
H  -0.9779  -2.7472  1.3571  0.248
H  -1.7576  -3.6378  0.0360  0.282

Forces on the atoms, in the same order (eV/Å):
-0.41 -0.90 0.49
0.51 0.06 -0.63
-0.01 0.29 -0.20
-0.05 0.17 0.07
0.28 0.36 -0.06
-0.20 0.05 0.15
-0.14 -0.15 0.20
0.02 0.12 -0.01
-0.48 -0.06 -0.17
1.57 0.47 0.24
-0.18 -1.33 0.81
-0.36 -0.22 -0.08
-0.14 0.61 -0.58
-0.01 0.07 0.03
-0.40 0.46 -0.26

As for the expectation value of S²: 0.75. Its spin multiplicity is 2. The value obtained for the gap between HOMO and LUMO (spin up / spin down) is 5.025 / 10.704 eV. As for the LUMO energy (spin up / spin down): 1.1 / 0.8 eV. The calculation puts the energy relative to the best compared isomer or geometry (same formula, charge and spin) at 43.5 kcal/mol. The molar mass is 76.1 g/mol.



[3]
Here is a cluster of 2 separate species, C3H10NO in total at a distorted geometry from the OMol25 dataset. Energies are from wB97M-V/def2-TZVPD.

Last column: Mulliken charge in e.
Element x y z (Å)
C  -1.3609  1.4558  0.9742  -1.129
C  -0.7728  0.1152  0.9160  0.601
C  -1.4535  -1.0028  0.6932  -0.995
N  0.6330  -0.0616  0.7249  -0.393
H  -0.7488  2.1579  1.5930  0.374
H  -2.3176  1.3905  1.5106  0.367
H  -1.7296  1.8043  -0.0671  0.282
H  -1.0267  -1.8792  0.2913  0.290
H  -2.4449  -1.1063  0.9259  0.335
H  1.2414  0.7835  1.0532  0.423
H  1.1220  -0.8668  1.1374  0.396
H  0.8596  -0.1147  -0.4258  0.441
H  3.0810  -0.4910  -2.3401  0.336
H  2.1064  -0.3985  -3.5579  0.338
O  2.1187  -0.5322  -2.5869  -0.666

Forces on the atoms, in the same order (eV/Å):
-0.94 1.44 0.17
-1.76 -2.03 -0.59
1.38 0.77 0.44
4.69 2.46 -3.75
-0.44 -0.13 -1.03
0.25 -0.16 0.03
1.31 -0.16 1.61
0.84 -0.98 -0.01
-2.50 0.24 0.16
-1.50 -1.55 -0.67
-0.84 -0.07 0.00
-0.38 0.11 3.34
-1.36 -0.09 -0.55
-0.03 -0.11 0.82
1.28 0.25 0.05

The value obtained for the gap between HOMO and LUMO is 10.709 eV. As for the LUMO energy: -3.8 eV. As for the total charge: +1. The calculation puts the energy relative to the best compared isomer or geometry (same formula, charge and spin) at 39.3 kcal/mol. The molar mass is 76.1 g/mol.



[4]
Here is a cluster of 2 separate species, C3H10NO in total at a distorted geometry from the OMol25 dataset. Energies are from wB97M-V/def2-TZVPD.

Last column: Mulliken charge in e.
Element x y z (Å)
C  -1.4534  -2.2358  0.5790  -0.610
O  -1.3643  -1.0566  -0.2656  -0.506
H  -2.3228  -2.8118  0.2463  0.303
H  -0.5954  -2.8752  0.4496  0.248
H  -1.6552  -1.9368  1.6003  0.258
H  -2.1737  -1.0811  -0.7797  0.305
C  1.7914  0.8558  0.4645  -0.747
C  0.3310  2.1506  -0.9344  -0.094
N  0.7014  1.0115  -0.5108  0.060
H  2.4108  1.7499  0.4741  0.309
H  2.3481  -0.0310  0.2055  0.305
H  1.3386  0.7856  1.4532  0.332
H  1.0498  2.9622  -0.8872  0.254
H  -0.6523  2.3868  -1.3173  0.284
H  0.2462  0.1259  -0.7776  0.298

Forces on the atoms, in the same order (eV/Å):
-1.05 0.09 -0.57
0.24 -0.29 0.13
0.16 -0.06 0.14
0.45 0.08 0.18
0.37 -0.01 0.23
0.06 0.32 -0.21
0.17 0.28 -0.34
0.26 0.24 -0.03
0.21 -0.04 0.04
0.12 -0.08 -0.20
0.27 -0.15 0.16
-0.09 -0.30 -0.10
-0.19 0.17 0.65
0.01 -0.62 -0.67
-0.99 0.36 0.60

The value obtained for the gap between HOMO and LUMO is 9.496 eV. As for the LUMO energy: -5.1 eV. As for the total charge: +1. The calculation puts the energy relative to the best compared isomer or geometry (same formula, charge and spin) at 34.5 kcal/mol. The molar mass is 76.1 g/mol.



[5]
Here is a cluster of 2 separate species, C3H10NO in total at a distorted geometry from the OMol25 dataset. Energies are from wB97M-V/def2-TZVPD.

Last column: Mulliken charge in e.
Element x y z (Å)
O  -0.3483  1.7334  -2.1603  -0.441
C  0.1732  0.8708  -1.1788  -0.542
C  -0.9146  -0.0313  -0.5200  -0.255
N  -0.1765  -0.9525  0.2811  -0.081
C  1.1265  -1.4632  3.0907  -0.812
H  -0.3822  2.6394  -1.9484  0.359
H  0.8484  0.1489  -1.5516  0.367
H  0.6594  1.3692  -0.4407  0.421
H  -1.4224  -0.4413  -1.3550  0.371
H  -1.6349  0.6257  0.0312  0.319
H  -0.4659  -1.9487  0.0878  0.332
H  1.3015  -2.4106  2.6931  0.309
H  0.6095  -1.6126  4.0444  0.308
H  0.3113  -1.1456  2.3840  0.087
H  1.8874  -0.6816  3.0191  0.257

Forces on the atoms, in the same order (eV/Å):
0.24 -3.79 -0.17
-0.15 1.99 -1.90
0.02 -2.28 1.27
-1.84 1.32 -1.16
-2.15 1.36 -0.16
-0.02 1.73 1.05
0.63 -0.27 -1.33
1.43 1.65 2.29
-1.24 -1.04 -0.39
0.85 0.02 0.29
0.23 0.71 -0.06
1.31 -1.55 -0.51
0.55 0.44 0.02
0.10 0.31 0.44
0.05 -0.59 0.31

The value obtained for the gap between HOMO and LUMO is 6.338 eV. As for the LUMO energy: -9.6 eV. As for the total charge: +1. The calculation puts the energy relative to the best compared isomer or geometry (same formula, charge and spin) at 153.2 kcal/mol. The molar mass is 76.1 g/mol.



[6]
Here is a cluster of 2 separate species, C3H10NO in total at a distorted geometry from the OMol25 dataset. Energies are from wB97M-V/def2-TZVPD.

Last column: Mulliken charge in e.
Element x y z (Å)
C  1.4766  0.6366  0.6522  -1.173
C  1.2626  -0.1054  -0.6324  -0.234
C  -0.8842  -0.4554  -1.7835  -0.106
N  -0.1540  -0.5945  -0.7509  0.046
H  1.6989  -0.1445  1.3857  0.360
H  0.6757  1.0747  1.2388  0.378
H  2.3686  1.2279  0.7484  0.340
H  1.9406  -0.9542  -0.6256  0.257
H  1.4035  0.3563  -1.6084  0.369
H  -1.9624  -0.4011  -1.7603  0.256
H  -0.4104  -0.2811  -2.7393  0.282
H  -0.7789  -0.5159  0.0657  0.260
H  -2.3753  0.1873  1.9046  0.287
H  -1.2089  0.5040  2.7864  0.313
O  -1.4287  0.3707  1.8555  -0.636

Forces on the atoms, in the same order (eV/Å):
0.21 -1.03 2.21
-0.20 -0.80 -1.07
0.92 0.19 -0.94
-1.81 1.52 0.63
0.24 -0.34 -0.04
-0.51 0.76 -1.17
0.24 0.55 -0.75
-0.18 -0.29 -0.09
0.35 0.67 0.36
-0.14 -0.51 0.37
0.10 -0.04 -0.19
1.01 -0.52 0.82
-0.05 0.06 -0.11
0.28 0.00 -0.07
-0.45 -0.22 0.05

The value obtained for the gap between HOMO and LUMO is 10.903 eV. As for the LUMO energy: -5.1 eV. As for the total charge: +1. The calculation puts the energy relative to the best compared isomer or geometry (same formula, charge and spin) at 31.2 kcal/mol. The molar mass is 76.1 g/mol.



> Which of these has the highest energy relative to the best compared isomer or geometry (same formula, charge and spin)?

number 5



> What is the energy relative to the best compared isomer or geometry (same formula, charge and spin) in the second record?

43.5 kcal/mol